# 1
ORCA calculation (ωB97M-V/def2-TZVPD) on a 3-piece molecular cluster, C13H18F16N4O2P overall at a distorted geometry.

Geometry as ORCA input:
```
! wB97M-V def2-TZVPD RIJCOSX def2/J DEFGRID3
* xyz 1 1
N -7.090 2.082 -3.702
P -7.147 1.658 -2.198
C -5.718 2.507 -1.324
C -4.731 1.680 -0.469
N -3.481 1.481 -1.236
C -3.554 2.472 -2.206
N -2.496 3.035 -2.854
N -4.785 2.798 -2.467
H -6.995 1.293 -4.330
H -8.317 2.137 -1.594
H -7.026 0.277 -1.969
H -5.942 3.486 -0.925
H -4.423 2.366 0.319
H -5.092 0.833 0.099
H -3.497 0.528 -1.595
H -2.270 2.744 -3.793
H -1.928 3.761 -2.452
H -4.917 3.650 -3.004
C -1.258 -0.451 1.351
C -2.355 -1.480 1.699
C -3.025 -1.372 3.073
F -2.143 -1.556 4.066
F -3.973 -2.334 3.163
F -1.885 -2.720 1.501
F -3.366 -1.295 0.779
O 0.084 -0.865 1.479
C 0.773 -0.759 2.668
C 1.222 -2.122 3.207
F 0.146 -2.906 3.423
F 1.855 -1.927 4.381
F 0.074 -0.064 3.585
F 1.889 -0.035 2.403
H -1.363 -0.274 0.281
H -1.436 0.516 1.826
H -3.508 -0.396 3.193
H 1.891 -2.614 2.503
C 5.393 -1.154 -1.805
C 6.742 -0.415 -1.833
C 7.955 -1.116 -1.215
F 7.778 -1.333 0.104
F 9.036 -0.319 -1.366
F 6.593 0.817 -1.300
F 7.050 -0.250 -3.150
O 4.455 -0.796 -0.800
C 4.449 -1.384 0.439
C 4.705 -0.359 1.552
F 5.907 0.219 1.366
F 4.714 -0.991 2.748
F 5.296 -2.424 0.516
F 3.197 -1.885 0.625
H 4.902 -0.856 -2.729
H 5.523 -2.234 -1.871
H 8.148 -2.068 -1.716
H 3.942 0.415 1.555
*
```

lowest unoccupied orbital energy: -4.60 eV
Kohn-Sham gap: 0.2979 hartree

Results of the Löwdin charge analysis, in e, for atoms 1 through 8:
1. N -0.2957
2. P 0.7550
3. C -0.3075
4. C -0.1524
5. N 0.0998
6. C -0.3455
7. N 0.1743
8. N 0.1179


# 2
ORCA calculation (ωB97M-V/def2-TZVPD) on C13H18F5N2O5PSSbSe4Y as an isolated structure at a distorted geometry.

Geometry as ORCA input:
```
! wB97M-V def2-TZVPD RIJCOSX def2/J DEFGRID3
* xyz -2 1
Y 0.991 0.673 0.138
N 2.296 1.324 -1.905
N 1.524 0.228 -2.382
C 0.053 0.316 -2.293
O -0.593 -0.529 -2.874
O -0.351 1.281 -1.532
H 2.258 2.085 -2.573
H 3.244 1.011 -1.725
H 1.769 -0.275 -3.221
Se -0.174 0.872 6.367
Sb -1.358 1.112 4.347
Se 0.026 0.844 2.399
Se 2.725 -0.979 1.034
Se -3.712 1.317 4.382
C -2.421 -4.471 -2.170
C -1.572 -3.251 -1.885
O -1.652 -2.999 -0.487
P -1.098 -1.599 0.200
O -2.311 -0.540 0.061
C -3.619 -0.791 0.602
C -4.586 -1.052 -0.536
O -1.378 -2.100 1.703
C -0.342 -2.828 2.399
C -1.003 -3.645 3.484
H -2.411 -4.700 -3.237
H -3.452 -4.297 -1.860
H -2.048 -5.337 -1.623
H -1.915 -2.381 -2.448
H -0.529 -3.431 -2.163
H -3.901 0.105 1.162
H -3.595 -1.627 1.301
H -4.545 -0.236 -1.258
H -5.606 -1.132 -0.156
H -4.333 -1.978 -1.053
H 0.376 -2.112 2.811
H 0.212 -3.460 1.702
H -1.552 -2.994 4.168
H -0.249 -4.182 4.058
H -1.704 -4.365 3.060
F 5.757 6.054 -2.185
C 4.849 5.385 -1.452
C 5.139 4.974 -0.163
F 6.339 5.260 0.366
C 4.191 4.285 0.575
F 4.554 3.939 1.809
C 2.924 3.968 0.093
S 1.713 3.126 1.155
C 2.679 4.393 -1.208
F 1.502 4.152 -1.801
C 3.601 5.090 -1.971
F 3.290 5.498 -3.214
*
```

lowest unoccupied orbital energy: 3.64 eV
Kohn-Sham gap: 0.1688 hartree
relative energy (zero: lowest compared OMol25 entry of this formula, charge and spin): 4.091 eV

Results of the Löwdin charge analysis, in e, for atoms 1 through 8:
1. Y 0.2371
2. N -0.0265
3. N -0.0634
4. C -0.7757
5. O 0.0096
6. O -0.1663
7. H 0.0909
8. H 0.0834


# 3
ORCA calculation (ωB97M-V/def2-TZVPD) on C13H18HgN6S as an isolated structure.

Geometry as ORCA input:
```
! wB97M-V def2-TZVPD RIJCOSX def2/J DEFGRID3
* xyz 1 2
Hg 0.829 0.162 0.241
C -0.910 4.409 -0.425
C -0.627 2.947 -0.231
N 0.590 2.421 -0.200
N 1.725 3.158 -0.219
C 2.925 2.580 -0.201
N 4.004 3.378 -0.142
S 3.171 0.885 -0.241
C -1.690 2.011 -0.069
C -3.048 2.408 -0.085
C -4.045 1.483 0.063
C -3.706 0.132 0.256
C -2.378 -0.200 0.293
N -1.382 0.684 0.123
H -0.012 4.982 -0.651
H -1.377 4.849 0.458
H -1.592 4.548 -1.265
H 1.667 4.163 -0.121
H 3.925 4.381 -0.104
H 4.917 2.961 -0.150
H -3.293 3.452 -0.212
H -5.082 1.787 0.044
H -4.463 -0.628 0.389
H -2.067 -1.222 0.486
C -0.731 -5.214 -1.172
C 0.108 -4.200 -0.478
C 1.102 -4.318 0.471
C 1.522 -3.013 0.765
N 0.821 -2.145 0.039
N -0.041 -2.880 -0.696
C 2.582 -2.556 1.708
H -0.394 -6.217 -0.928
H -0.682 -5.087 -2.254
H -1.773 -5.117 -0.863
H 1.485 -5.233 0.890
H -0.646 -2.441 -1.368
H 2.899 -3.373 2.350
H 2.215 -1.745 2.340
H 3.451 -2.191 1.159
*
```

lowest unoccupied orbital energy (alpha / beta): -2.65 / -3.20 eV
<S²>: 0.764
Kohn-Sham gap (alpha / beta): 0.2134 / 0.3009 hartree

Results of the Löwdin charge analysis, in e, for atoms 1 through 8:
1. Hg 0.9845
2. C -0.0229
3. C -0.2918
4. N -0.1096
5. N -0.0171
6. C -0.8146
7. N 0.0994
8. S 0.6027